The following is a quantum chemistry calculation of an isolated molecule of C4H7ClO in a non-equilibrium geometry, from the OMol25 dataset.

The geometry in XYZ format:
```
13
Properties=species:S:1:pos:R:3:forces:R:3:mulliken_charge:R:1
C -1.839355 1.306787 -0.005390 -1.40 -2.13 1.08 -1.3485
C -0.655039 0.383264 0.423840 -1.36 2.38 -5.87 -0.2317
Cl -0.993999 -1.303273 -0.115048 -0.03 0.10 -0.23 -0.1746
C 0.629674 0.943926 -0.291617 -1.69 -2.95 -0.54 -0.3518
C 1.680646 0.015569 0.211902 0.05 -0.11 1.13 -0.0490
O 2.827217 -0.067466 -0.068166 1.53 0.35 -0.92 -0.4469
H -1.720658 2.341034 0.258131 0.23 0.40 0.44 0.3758
H -2.002335 1.259931 -1.062704 0.29 -0.06 -0.77 0.3761
H -2.822408 0.894259 0.404929 1.28 0.73 -0.18 0.3215
H -0.602742 0.274017 1.404648 0.61 -0.01 4.43 0.5681
H 0.737126 1.981208 -0.120978 0.46 1.05 0.27 0.3978
H 0.500868 0.722697 -1.387499 0.12 0.52 0.89 0.2656
H 1.294836 -0.675047 0.972210 -0.09 -0.27 0.26 0.2978
```
Forces are in eV/Å.

Results
2S+1 ... 1
HOMO energy ... -9.8 eV
Gap between HOMO and LUMO ... 10.687 eV
Total energy ... -692.00952 Eh
Largest force on an atom ... 0.126 Eh/bohr
Net charge ... 0
Energy above the lowest of the compared OMol25 structures with the same formula, charge and spin ... 22.84 kcal/mol



The following is a quantum chemistry calculation of an isolated molecule of C4H7ClO in a non-equilibrium geometry, from the OMol25 dataset.

The geometry in XYZ format:
```
13
Properties=species:S:1:pos:R:3:forces:R:3:mulliken_charge:R:1
C 1.432775 1.556711 -0.299822 2.16 -1.19 0.64 -0.8412
C 0.803798 0.506982 0.183178 -0.99 0.75 0.56 0.4768
Cl 1.437994 -1.069920 -0.040063 0.57 -0.57 0.28 -0.2014
C -0.605059 0.444484 0.746227 -0.86 0.28 0.15 -0.5209
O -1.350050 0.165821 -0.402745 -0.95 -0.43 -1.04 -0.2856
C -2.659747 -0.295101 -0.224695 -1.16 -1.17 2.10 -0.7105
H 2.516214 1.525851 -0.458088 -0.47 -0.42 -0.64 0.2380
H 1.051150 2.505879 -0.407440 -1.29 1.89 0.30 0.3270
H -0.667295 -0.388136 1.445611 0.20 -0.28 0.12 0.3596
H -1.127122 1.289692 1.306784 1.46 -0.25 -0.77 0.3510
H -2.870028 -1.328999 -0.582418 0.79 0.47 0.00 0.2527
H -3.399374 0.314068 -0.710319 -0.08 0.69 -0.40 0.2606
H -2.979662 -0.334729 0.879570 0.62 0.22 -1.30 0.2939
```
Forces are in eV/Å.

Results
2S+1 ... 1
HOMO energy ... -9.5 eV
Gap between HOMO and LUMO ... 10.487 eV
Total energy ... -691.96867 Eh
Largest force on an atom ... 0.052 Eh/bohr
Net charge ... 0
Energy above the lowest of the compared OMol25 structures with the same formula, charge and spin ... 48.47 kcal/mol



The following is a quantum chemistry calculation of a structure of composition C4H7ClO in a non-equilibrium geometry, from the OMol25 dataset.

The geometry in XYZ format:
```
13
Properties=species:S:1:pos:R:3:forces:R:3:mulliken_charge:R:1
C -1.207330 1.157445 0.384362 -1.16 -2.98 0.03 -0.8209
C -0.418640 0.054692 -0.504878 -0.62 -0.08 -0.34 0.1705
C 0.860454 -0.432209 0.081788 -0.88 -1.05 1.23 0.4397
C 1.006306 -1.534857 0.781846 1.95 -1.95 0.59 -0.8868
H -2.124914 0.444902 1.183409 3.26 2.40 -2.31 0.2127
H -1.872429 1.409241 -0.569710 1.18 1.25 2.65 0.2592
H -0.397233 1.811846 1.054913 -2.81 -1.21 -2.19 0.2616
H -1.184713 -0.796242 -0.758198 1.68 1.35 0.85 0.2857
H 0.807531 0.981993 -1.873259 -0.61 -0.31 0.63 0.3213
H 0.280480 -2.310924 1.046690 -0.28 0.76 -0.51 0.2861
H 2.047611 -1.875665 1.053078 -1.19 0.73 -0.02 0.2249
O -0.040395 0.500165 -1.818158 -0.83 0.58 -0.36 -0.5411
Cl 2.243272 0.589612 -0.061882 0.32 0.50 -0.24 -0.2130
```
Forces are in eV/Å.

Results
2S+1 ... 1
HOMO energy ... -9.7 eV
Gap between HOMO and LUMO ... 10.399 eV
Total energy ... -691.92428 Eh
Largest force on an atom ... 0.091 Eh/bohr
Net charge ... 0
Energy above the lowest of the compared OMol25 structures with the same formula, charge and spin ... 76.33 kcal/mol



The following is a quantum chemistry calculation of an isolated molecule of C4H7ClO in a non-equilibrium geometry, from the OMol25 dataset.

The geometry in XYZ format:
```
13
Properties=species:S:1:pos:R:3:forces:R:3:mulliken_charge:R:1
C 1.232511 -1.551423 -0.045063 -1.12 1.30 0.57 -0.9155
C 0.571398 -0.468964 0.466258 0.75 -0.94 -0.48 0.7005
C -0.863340 -0.401902 0.858103 -0.44 -2.30 0.80 -0.4425
Cl -1.870617 0.118686 -0.511552 -0.08 0.45 -0.24 -0.1908
O 1.099732 0.786745 0.600112 0.19 -0.52 -1.17 -0.3445
C 1.796471 1.236749 -0.576440 0.28 -2.33 0.00 -0.6907
H 0.843374 -2.565917 -0.048408 -0.42 0.42 0.02 0.2743
H 2.174928 -1.451943 -0.556092 0.32 0.15 0.32 0.1828
H -1.074892 0.228966 1.725785 0.23 0.02 -0.35 0.3016
H -1.219637 -1.435737 1.064501 0.19 0.73 0.09 0.2882
H 1.111673 1.254008 -1.435788 0.22 -0.12 0.19 0.2957
H 2.038356 2.196197 -0.276965 1.04 2.01 -0.02 0.2595
H 2.706564 0.576022 -0.794684 -1.16 1.15 0.27 0.2814
```
Forces are in eV/Å.

Results
2S+1 ... 1
HOMO energy ... -9.2 eV
Gap between HOMO and LUMO ... 10.135 eV
Total energy ... -691.98938 Eh
Largest force on an atom ... 0.048 Eh/bohr
Net charge ... 0
Energy above the lowest of the compared OMol25 structures with the same formula, charge and spin ... 35.48 kcal/mol



The following is a quantum chemistry calculation of a structure of composition C4H7ClO2S2 in a non-equilibrium geometry, from the OMol25 dataset.

The geometry in XYZ format:
```
16
Properties=species:S:1:pos:R:3:forces:R:3:mulliken_charge:R:1
C -0.215856 0.692086 -0.895641 -0.12 -0.04 0.04 -0.6171
C 0.073411 1.724292 0.179866 0.08 -0.41 0.49 -0.7139
C 0.884508 -0.343794 -1.018928 -0.04 -0.19 0.18 -0.8221
C -0.861203 -1.800983 0.438706 -0.14 -0.34 0.39 -0.6153
O -1.310863 0.678600 2.176833 -0.74 -0.15 0.35 -0.4551
O 1.017678 -0.333576 1.607708 0.20 -0.08 0.30 -0.2609
S 0.054685 1.041409 1.915342 0.58 0.50 -1.13 0.5153
S 0.853376 -1.464066 0.441628 -0.26 0.74 -0.53 0.3744
Cl -0.911440 -2.943868 -0.963833 -0.05 -0.30 -0.25 -0.2302
H -1.145912 0.166584 -0.651648 0.05 0.11 -0.12 0.4738
H -0.340704 1.196102 -1.856979 0.04 0.00 0.04 0.3918
H 1.050665 2.187461 0.044279 0.09 0.09 0.08 0.4281
H -0.697652 2.491665 0.185046 0.00 0.09 0.19 0.3870
H 0.731162 -0.979339 -1.886731 0.10 -0.07 0.01 0.4020
H 1.881748 0.092834 -1.046644 0.10 -0.07 0.02 0.4438
H -1.063603 -2.405409 1.330995 0.11 0.09 -0.06 0.2982
```
Forces are in eV/Å.

Results
2S+1 ... 1
HOMO energy ... -7.5 eV
Gap between HOMO and LUMO ... 7.626 eV
Total energy ... -1563.51972 Eh
Largest force on an atom ... 0.026 Eh/bohr
Net charge ... 0
Energy above the lowest of the compared OMol25 structures with the same formula, charge and spin ... 57.29 kcal/mol



The following is a quantum chemistry calculation of a structure of composition C4H7ClOS in a non-equilibrium geometry, from the OMol25 dataset.

The geometry in XYZ format:
```
14
Properties=species:S:1:pos:R:3:forces:R:3:mulliken_charge:R:1
C 2.801792 0.032513 0.566905 4.12 -0.15 0.17 -0.6887
C 0.059611 -0.217306 0.006314 -1.24 0.49 -1.48 0.1065
C -0.196714 1.192406 -0.656188 5.79 -0.21 1.98 -0.4908
C -0.957458 -1.059349 0.302676 0.73 0.06 0.59 -0.2650
H 2.322585 0.219826 1.582951 1.11 -0.01 -1.35 0.2473
H 3.429813 1.009749 0.079306 -2.61 -2.47 1.13 0.2554
H 3.786039 -0.749160 0.656708 -2.78 2.05 0.26 0.2742
H -1.151466 1.363101 -0.895075 -3.42 0.04 -1.55 0.5108
H 0.611247 1.145599 -1.436243 -1.44 0.60 0.06 0.2183
H -0.106694 2.008145 1.310631 1.23 2.28 -5.42 0.3399
H -0.615870 -2.126143 0.708115 -1.92 2.20 -1.00 0.3323
O 0.160573 2.421694 0.144806 -1.34 -4.00 5.26 -0.5434
S 1.647923 -0.990998 -0.385862 -0.60 0.84 0.64 -0.0750
Cl -2.715905 -0.357546 0.099453 2.36 -1.70 0.71 -0.2219
```
Forces are in eV/Å.

Results
2S+1 ... 1
HOMO energy ... -9.1 eV
Gap between HOMO and LUMO ... 9.237 eV
Total energy ... -1090.06288 Eh
Largest force on an atom ... 0.131 Eh/bohr
Net charge ... 0
Energy above the lowest of the compared OMol25 structures with the same formula, charge and spin ... 102.32 kcal/mol



The following is a quantum chemistry calculation of a cluster of 2 separate species, C4H7ClOS in total in a non-equilibrium geometry, from the OMol25 dataset.

The geometry in XYZ format:
```
14
Properties=species:S:1:pos:R:3:forces:R:3:mulliken_charge:R:1
C 1.296197 -0.525653 0.342814 0.69 1.56 -0.13 -0.1009
C -1.182574 1.067868 -0.748640 -1.00 -0.40 -2.73 -1.1358
C -0.025957 -0.666396 0.948412 -1.62 1.76 -0.98 -0.1283
C -1.266950 -0.208898 0.035109 2.30 0.09 -0.66 -0.5415
O 3.776074 -1.245093 -0.431456 -1.94 -0.34 0.66 -0.4575
S 2.420713 -1.614808 0.067189 1.96 0.60 -0.79 0.3359
Cl 2.198833 2.042216 -0.056150 -0.93 -2.63 0.43 -0.2986
H -2.128045 1.370840 -1.394109 1.72 -1.34 1.17 0.2723
H -1.043537 1.923246 -0.205789 0.68 2.11 1.75 0.3690
H -0.310524 0.949863 -1.416220 -0.50 0.47 0.02 0.3104
H -0.319784 -1.693285 1.114036 0.68 -0.63 0.23 0.3494
H -0.034360 -0.156613 1.899952 0.07 0.23 0.38 0.3273
H -2.145740 -0.302591 0.574268 -1.63 -0.28 1.30 0.4172
H -1.234343 -0.940697 -0.729416 -0.50 -1.20 -0.65 0.2809
```
Forces are in eV/Å.

Results
2S+1 ... 1
HOMO energy (spin up / spin down) ... -10.3 / -10.3 eV
Gap between HOMO and LUMO (spin up / spin down) ... 7.233 / 7.200 eV
Total energy ... -1090.04797 Eh
Largest force on an atom ... 0.057 Eh/bohr
Net charge ... 0
Energy above the lowest of the compared OMol25 structures with the same formula, charge and spin ... 111.67 kcal/mol



The following is a quantum chemistry calculation of a structure of composition C4H7ClOS2 in a non-equilibrium geometry, from the OMol25 dataset.

The geometry in XYZ format:
```
15
Properties=species:S:1:pos:R:3:forces:R:3:mulliken_charge:R:1
C -0.536469 -0.037234 -1.067480 2.07 0.62 0.71 -0.2204
C -0.203684 1.207582 -0.185459 -0.64 3.09 -3.74 -0.8581
C 0.229585 -1.150503 -0.327674 0.27 -0.99 -0.25 -0.8753
C 2.664254 0.305860 0.428563 -3.03 1.53 -1.37 -0.3246
O 2.681295 -2.357998 0.148423 -0.31 -0.43 0.19 -0.5633
S 1.419958 2.053842 -0.292464 1.49 -3.50 0.82 -0.0339
S 2.124230 -1.225229 -0.601946 -0.68 1.65 0.43 0.4952
Cl 4.280187 0.613226 0.115075 1.61 0.33 -0.55 -0.1070
H -1.634065 -0.158110 -1.021130 0.59 -0.31 -0.23 0.3100
H -0.142867 0.083749 -2.136027 -0.79 -0.01 1.47 0.2568
H -0.776431 2.085426 -0.701957 0.41 -1.29 1.29 0.2732
H -0.447588 1.175288 0.838678 -0.71 -0.52 1.04 0.4748
H 0.093599 -1.020546 0.736585 0.00 -0.10 0.40 0.3988
H -0.120623 -2.173659 -0.559807 0.44 0.36 -0.13 0.3765
H 2.558906 0.303111 1.509103 -0.73 -0.44 -0.07 0.3972
```
Forces are in eV/Å.

Results
2S+1 ... 1
HOMO energy ... -9.3 eV
Gap between HOMO and LUMO ... 9.253 eV
Total energy ... -1488.31827 Eh
Largest force on an atom ... 0.095 Eh/bohr
Net charge ... 0
Energy above the lowest of the compared OMol25 structures with the same formula, charge and spin ... 52.88 kcal/mol



The following is a quantum chemistry calculation of the ion C4H7ClP with charge +1 in a non-equilibrium geometry, from the OMol25 dataset.

The geometry in XYZ format:
```
13
Properties=species:S:1:pos:R:3:forces:R:3:mulliken_charge:R:1
C -0.014143 -0.074335 -0.110186 0.59 -0.16 1.26 -0.1742
C -1.132023 -0.436240 0.325747 0.88 0.14 -1.42 0.3190
C -2.330481 -1.079193 0.650446 -1.19 -1.50 -0.17 -0.8225
C 1.962724 1.744469 0.598070 -0.89 -1.14 -0.16 -0.9417
P 1.687578 -0.051724 0.937863 -1.55 -0.04 1.35 0.4053
Cl 0.725734 -0.100959 2.960782 1.08 0.31 -2.10 -0.2204
H 0.329144 0.286683 -1.057838 -0.37 0.11 -0.63 0.4053
H -2.116663 -1.707907 1.529851 -0.04 0.20 0.30 0.2845
H -2.592221 -1.893504 -0.095054 0.61 0.91 0.40 0.3404
H -3.227765 -0.477881 0.797607 0.35 0.28 0.27 0.3199
H 2.875002 2.001368 1.065574 0.84 0.44 1.26 0.3509
H 1.062032 2.222014 1.049577 0.94 0.46 -0.95 0.3522
H 2.288007 1.868378 -0.469963 -1.23 0.01 0.60 0.3814
```
Forces are in eV/Å.

Results
2S+1 ... 1
HOMO energy ... -14.4 eV
Gap between HOMO and LUMO ... 7.916 eV
Total energy ... -957.79731 Eh
Largest force on an atom ... 0.046 Eh/bohr
Net charge ... +1
Energy above the lowest of the compared OMol25 structures with the same formula, charge and spin ... 34.20 kcal/mol



Q: Look up the energy above the lowest of the compared OMol25 structures with the same formula, charge and spin of the fourth one.
A: 35.48 kcal/mol